No. 1
Formula: C30H27BrHfN10O4S2
Source: the OMol25 dataset
Level of theory: ωB97M-V with the def2-TZVPD basis set

XYZ file:
```
75
Properties=species:S:1:pos:R:3:forces:R:3
C -1.1709 -4.1114 2.9556 -3.7 -1.6 0.5
C 1.7367 -3.7595 3.2866 -0.4 -0.2 0.0
H 0.6382 -1.1814 -2.1463 0.2 0.3 0.0
H -3.9650 2.4151 -1.9510 0.1 0.0 -0.1
N 2.5427 -1.3634 2.1685 0.7 1.7 0.6
N -0.5560 -1.8937 0.1077 -1.2 0.8 0.6
H -0.5711 -4.7927 3.5313 -0.1 0.0 0.5
Br -1.9012 0.5417 -2.3177 0.7 -0.4 -0.3
H 0.8813 -2.6081 -4.1753 0.3 0.4 -0.3
C -2.6136 -2.5940 1.1775 -1.4 -0.7 1.1
H 2.7163 -3.2947 3.4279 -0.1 -0.4 0.1
C 0.2102 -2.1645 -2.1766 -0.5 -0.5 0.2
H 0.1871 3.1807 -2.2342 0.3 -0.2 -0.2
C 1.9213 2.2984 -5.0755 -0.4 -0.2 1.0
H -1.5978 -4.3938 -0.3358 0.2 0.1 0.1
Hf -0.0205 0.0970 1.1653 2.8 -3.0 -1.3
C -0.4983 -2.6469 -1.0420 0.9 -0.9 -0.8
N 1.8516 2.4666 -6.4303 0.4 -0.1 -0.8
C -2.5724 1.2840 -0.7585 -0.3 0.4 -0.1
H -0.0806 -4.8343 -4.2709 0.1 0.0 0.0
C 0.0023 5.6113 2.2097 -0.3 -1.3 0.0
S 2.0928 1.5478 -0.5155 -1.3 0.3 -1.0
N -2.0844 0.9026 0.4162 -1.7 0.9 0.5
C -0.8749 -4.7552 -2.2762 0.2 0.2 -0.4
C 0.9265 2.6997 -2.8795 0.7 -0.5 0.1
H 3.7246 1.0409 -5.0576 -0.2 0.0 -0.1
N -1.2493 -2.5708 1.1518 0.3 1.2 -0.3
C 0.8421 -2.8790 2.4398 -2.2 -0.1 -0.4
N 1.2072 -1.6077 2.0710 -0.3 0.9 -0.8
H -4.4056 2.4780 2.3444 0.2 -0.3 -0.3
H 3.6485 0.6348 -2.6376 0.1 -0.1 0.0
C -0.1858 -4.2403 -3.3728 -0.1 -0.2 -0.1
N 4.2649 0.0513 2.6229 1.3 0.4 0.2
H 0.9913 2.7977 -6.8450 0.3 -0.1 0.2
O -2.7836 1.1406 3.8821 0.3 0.2 -1.4
H -1.3228 -5.7584 -2.2988 0.3 0.5 0.0
C 0.7617 5.5577 1.0542 0.5 0.2 0.2
H -4.3991 -3.3906 2.0745 0.4 0.1 0.0
H -3.1356 -1.9595 0.4502 0.4 -0.4 0.2
C -3.3065 -3.3769 2.0994 -0.4 2.2 -2.4
C 0.9364 2.9470 -4.2579 0.8 -0.8 0.4
O 1.7347 0.1042 -0.3183 1.1 0.3 -0.2
S 1.8187 1.1042 2.8127 0.3 0.0 0.5
H 1.2121 6.4554 0.6460 0.0 0.1 0.0
C 0.5097 3.2834 0.8371 0.2 2.3 0.3
C -2.8069 1.3238 1.5144 0.5 0.3 -1.2
H 2.4632 1.9406 -7.0542 -0.4 0.3 0.6
C 2.9219 1.4692 -4.4681 -0.9 0.8 -0.2
C 2.9466 -0.1338 2.5360 -0.6 -2.1 -0.7
H 4.5605 1.0194 2.6525 0.2 -0.5 -0.1
H 3.1921 -2.1371 2.0450 -0.1 0.5 -0.2
C -0.5125 4.3473 2.5858 -0.1 1.4 0.2
H -1.0956 4.2261 3.4935 -0.1 0.1 0.0
C 0.3520 -2.9546 -3.3135 -0.6 -0.5 0.7
C -2.2661 0.8659 2.8164 1.1 -1.8 2.6
H -5.2815 3.1657 0.1207 0.4 -0.1 -0.3
H 0.1959 3.6272 -4.6980 0.4 -0.4 0.1
C -3.9134 2.1438 1.4285 -0.3 0.1 -0.1
O 3.4158 2.0145 -0.1325 -1.8 -0.6 -0.1
H -0.1733 6.5420 2.7487 0.0 -0.4 -0.1
H -3.1122 -4.7885 3.6930 0.2 -0.2 0.0
C -3.6464 2.1653 -0.9520 -0.7 -0.3 1.0
C -1.0088 -3.9787 -1.1464 -0.5 0.6 0.7
C -2.5864 -4.1649 2.9875 3.6 -0.9 0.8
C -4.3778 2.5557 0.1640 0.7 -0.1 0.5
N -0.3343 3.2464 1.8878 0.4 -1.0 -0.3
C -0.4870 -3.2044 2.1515 2.5 0.2 0.0
H 1.3410 -3.9548 4.2945 0.0 0.2 -0.1
H 1.8364 -4.7461 2.8102 0.3 0.3 0.1
O -1.1806 0.0229 2.7410 -2.9 1.9 0.4
H 4.9042 -0.6828 2.3043 -0.4 0.8 0.2
N 0.7186 2.0810 0.2374 0.6 -0.1 -0.7
N 1.0765 4.4423 0.4093 -0.3 -1.4 -0.4
C 1.8998 1.8357 -2.3118 -0.1 0.6 0.4
C 2.8944 1.2479 -3.1045 -0.5 0.5 0.1
```
Positions in Å, forces in eV/Å.

E_HOMO	-4.689	eV
spin multiplicity	1
energy relative to the best compared isomer or geometry (same formula, charge and spin)	61.0	kcal/mol
gap between HOMO and LUMO	3.8	eV
DFT total energy	-5426.4194	Eh

No. 2
Formula: C30H27BrMoN4O4PS
Source: the OMol25 dataset
Level of theory: ωB97M-V with the def2-TZVPD basis set

XYZ file:
```
69
Properties=species:S:1:pos:R:3:forces:R:3
H -4.4419 1.3714 0.6582 0.0 0.0 0.0
H -3.7485 -3.7572 -4.2662 0.0 0.0 0.0
H -2.2784 -2.6140 1.0101 0.0 0.0 -0.1
C -3.4575 2.8813 -1.1697 0.1 0.0 0.0
C -3.4034 1.0702 0.5425 0.0 0.0 0.1
Br 5.6837 4.7850 0.5031 0.0 0.0 0.0
C 4.0380 3.8728 0.6026 0.0 -0.2 0.0
H -2.8874 1.3024 1.4776 0.0 0.0 0.0
H -2.8067 -0.7060 -4.7396 0.0 0.0 0.0
H -1.3701 4.9295 -3.9542 0.0 0.0 0.0
H -1.2498 -3.4395 -0.1786 0.0 0.0 0.0
H 2.0086 2.3210 -3.6490 0.0 0.0 0.0
C 0.3923 1.8597 -2.3492 0.0 0.1 0.0
N 1.0892 -2.8546 -0.3698 0.1 0.0 0.0
C -1.3266 -2.7049 4.3109 0.0 0.0 0.0
N -1.5151 1.5017 -0.9118 -0.1 0.1 0.1
C 1.5199 -1.2882 2.4071 0.0 0.0 0.1
C -2.8531 3.6406 -2.1194 0.0 0.0 0.0
H -3.3634 -0.0003 0.3422 0.0 0.0 0.0
H 2.8999 5.6008 0.0358 0.0 0.0 0.0
C 1.0199 2.6103 -3.3168 0.0 0.0 0.0
H -1.2078 0.0784 -4.5642 0.0 0.0 0.0
C -2.7471 1.8213 -0.5621 0.0 0.1 -0.1
H -1.5194 -3.4457 5.0758 0.0 0.0 0.0
H -2.4083 -4.2985 -3.2306 0.0 0.0 0.0
O 0.4116 1.9469 0.7659 -0.1 -0.1 0.2
C 4.0002 2.5515 0.9790 0.0 0.1 -0.1
H 0.9102 -4.0634 5.0322 0.0 0.0 0.0
P -1.8759 -1.8508 -2.4011 0.1 -0.1 -0.2
C 2.6678 0.5740 1.6006 -0.1 0.1 -0.1
H -3.3495 -2.0150 4.1523 0.0 0.0 0.0
H 4.9101 2.0273 1.2397 0.0 0.0 0.0
C -2.2240 0.0190 -4.1697 0.1 0.0 0.0
O -2.1964 -0.3176 -2.7778 -0.2 0.0 0.0
Mo -0.1204 0.1354 0.2331 0.0 -0.4 -0.4
C 1.5798 2.5612 0.7109 0.0 0.1 -0.2
C 2.5640 -2.0482 2.8527 -0.1 0.0 0.0
C 0.3993 3.7299 -3.8925 0.0 0.0 0.0
C 1.6330 3.9206 0.3802 0.1 -0.1 0.0
C 2.8531 4.5565 0.3136 0.0 0.1 0.0
C -3.3909 -3.8237 -3.2404 0.0 0.0 0.0
H 3.5006 0.2474 2.2198 0.0 0.0 0.0
S 1.1140 0.3818 -1.7595 -0.1 0.0 0.0
C 2.3370 -3.0707 3.7972 0.0 0.0 0.0
H -2.7006 0.9934 -4.2473 0.0 0.0 0.0
C -0.8994 2.2323 -1.9105 0.0 0.0 0.0
H -3.3674 4.4748 -2.5800 0.0 0.0 0.0
H -4.0856 -4.4183 -2.6507 0.0 0.0 0.0
C -1.5350 3.3335 -2.5171 0.1 0.0 -0.1
C -0.0122 -2.5312 3.8259 0.0 -0.1 0.1
O -3.3393 -2.5035 -2.6734 0.1 0.0 0.0
C 0.6734 -1.7949 -0.1816 0.0 0.2 0.1
C -2.3296 -1.9298 3.8077 0.1 0.0 -0.1
C 0.2011 -1.5480 2.8437 0.0 0.0 0.0
H 0.9227 4.2980 -4.6486 0.0 0.0 0.0
H 3.5644 -1.8918 2.4738 0.0 0.0 0.0
N 1.6210 -0.1754 1.5347 0.1 0.1 0.0
O -2.0062 -1.5625 -0.7385 0.3 0.2 0.1
C 1.0856 -3.2954 4.2910 0.0 0.0 0.0
N -0.8254 -0.8282 2.2802 -0.1 0.1 0.1
C 2.7690 1.8805 1.0180 -0.1 -0.1 0.0
H -4.4659 3.0847 -0.8416 0.0 0.0 0.0
C -2.0328 -1.0219 2.7755 0.1 0.0 0.1
H -2.8398 -0.4627 2.3337 0.0 0.0 0.0
C -2.1401 -2.8277 -0.0445 -0.2 0.0 0.1
C -0.8636 4.0831 -3.5102 0.0 -0.1 0.1
H 3.1728 -3.6690 4.1308 0.0 0.0 0.0
H -3.0252 -3.3462 -0.4105 0.0 0.0 0.0
H 0.7144 4.4468 0.1613 0.0 0.0 0.0
```
Positions in Å, forces in eV/Å.

E_HOMO (spin up / spin down)	-10.115 / -10.647	eV
spin multiplicity	3
energy relative to the best compared isomer or geometry (same formula, charge and spin)	23.4	kcal/mol
total charge	+1
gap between HOMO and LUMO (spin up / spin down)	6.5 / 6.9	eV
DFT total energy	-5061.0515	Eh

No. 3
Formula: C30H27Cl2N4
Source: the OMol25 dataset
Level of theory: ωB97M-V with the def2-TZVPD basis set

XYZ file:
```
63
Properties=species:S:1:pos:R:3:forces:R:3
H 2.1818 -1.1855 -0.7590 -0.2 0.0 -0.1
N -2.2349 -0.7366 -0.4459 -2.9 0.1 -3.1
C -2.1620 -5.6078 -1.2421 0.1 -0.2 -0.1
H 2.0350 -1.0560 3.5937 0.1 0.1 0.1
H 2.0019 -5.2028 2.6420 0.0 -0.2 0.0
C 0.7774 -3.9508 1.4177 -0.2 0.0 -0.3
H -4.5078 -4.6733 0.9810 -0.1 0.0 0.1
H -0.3827 -4.5348 -1.6667 0.2 -0.1 -0.2
H 1.4453 0.7794 -2.5545 0.0 -0.2 0.0
H 0.8584 -2.9984 -1.4792 -0.1 0.1 0.3
C -2.7478 -3.5637 0.5096 0.0 0.3 0.0
C 0.3218 -2.6651 1.1671 -0.2 0.4 -0.1
H -2.6046 6.7426 0.3296 0.1 0.1 0.0
C -2.3741 5.6896 0.3499 0.1 0.4 0.0
H -0.7310 -2.6626 -3.0480 0.1 0.6 0.4
C 1.6668 -4.1977 2.4443 0.0 -0.1 0.0
H 5.0472 2.7211 0.3403 0.1 -0.1 0.0
C 0.5382 3.3187 0.4180 -0.1 0.5 -0.1
H -1.6651 1.9066 0.3501 0.0 -0.2 0.1
H -0.3030 5.9868 0.3810 0.0 0.2 0.0
H 0.4233 -0.6414 1.7807 -0.1 0.2 0.1
C 1.6842 -1.8743 2.9861 0.0 0.2 0.1
C -1.2974 -4.5434 -1.1021 0.1 0.2 -0.1
H -3.9863 -6.4904 -0.5915 -0.2 -0.2 0.0
C 2.9323 2.9776 0.3971 -0.4 0.1 0.0
H -0.8165 0.1497 -3.0632 0.1 0.1 -0.1
H 2.8180 -3.3456 4.0241 0.1 -0.1 0.2
C 1.1986 -0.8972 -1.1486 -0.1 0.1 -0.1
C -0.0912 -0.6609 -3.1910 -0.4 -0.1 0.1
H 3.6913 6.7470 0.3495 -0.1 0.1 0.0
H 1.3876 6.0022 0.4428 0.0 0.2 0.0
N -1.3172 -1.1527 0.2667 -1.9 3.0 0.6
H 0.7786 -0.1711 -0.4468 -0.1 0.0 0.0
C -1.8593 2.9666 0.3696 0.4 0.1 0.0
C -3.6117 -4.6319 0.3827 -0.1 0.0 0.2
C 1.8396 3.8813 0.4122 0.1 0.1 0.0
C 3.4554 5.6954 0.3657 0.0 0.4 0.0
C -1.5850 -3.4974 -0.2366 0.3 -0.2 0.0
C -0.7662 3.8703 0.3935 0.1 0.1 0.0
C 0.2510 -2.1043 -1.2779 0.2 -0.2 -0.7
Cl 6.1236 5.3372 0.2824 -0.3 -0.1 0.0
C 2.1220 -3.1579 3.2257 0.3 -0.1 0.3
H -0.0226 -0.8691 -4.2650 0.0 0.1 0.2
C -3.3151 -5.6561 -0.4909 -0.3 -0.2 -0.1
H 0.4229 -4.7641 0.8098 -0.1 -0.2 -0.1
C -0.6104 -2.3426 -0.0065 0.7 -2.0 -1.1
C 0.7881 -1.6361 1.9669 -0.1 0.2 -0.1
C 1.2609 -0.3014 -2.5592 0.2 -0.1 -0.1
H -3.9741 2.7181 0.3178 -0.1 -0.2 0.0
H 2.7302 1.9204 0.4131 0.0 -0.3 0.0
N -3.1243 -0.3613 -1.1187 4.0 -1.3 3.5
C 4.2266 3.4181 0.3593 0.5 -0.2 0.0
C -3.4226 4.7777 0.3366 -0.1 -0.2 0.0
H -1.9251 -6.4077 -1.9252 0.0 -0.1 -0.1
H -2.9630 -2.7589 1.1919 -0.2 0.1 0.2
C 2.1576 5.2625 0.4060 0.0 -0.2 0.0
N -0.6145 -1.8324 -2.4574 0.6 -0.2 0.2
C -1.0782 5.2522 0.3777 -0.1 -0.2 0.0
C 4.5017 4.7808 0.3391 0.1 -0.2 0.0
H 0.5400 2.2414 0.4277 0.0 -0.4 0.0
C -3.1517 3.4128 0.3442 -0.5 -0.2 0.0
Cl -5.0419 5.3418 0.3027 0.3 -0.2 0.0
H 2.0795 -0.7647 -3.1199 -0.1 0.0 0.0
```
Positions in Å, forces in eV/Å.

E_HOMO	-10.801	eV
spin multiplicity	1
energy relative to the best compared isomer or geometry (same formula, charge and spin)	12.3	kcal/mol
total charge	+1
gap between HOMO and LUMO	4.8	eV
DFT total energy	-2298.4694	Eh

The following max |F| values (in eV Å⁻¹) correspond, in order, to the records above: 4.30; 0.57; 5.49.